DFT (ωB97M-V with the def2-TZVPD basis set) results for a 16-piece molecular cluster, C64H176N16O16 overall in a non-equilibrium geometry.

Values from the calculation:
Relative energy (zero: lowest compared OMol25 entry of this formula, charge and spin) in kcal/mol: 259.31
HOMO energy in eV: -8.88
Charge: 0

Last columns: bonded neighbours and bond lengths (Å).
CARTESIAN COORDINATES (ANGSTROEM)
1 C -3.1970 -1.9250 8.4101  C2 1.518, H7 1.090, H8 1.090, H9 1.090
2 C -4.2003 -2.7299 7.6040  C1 1.518, C3 1.592, N6 1.474, H10 1.090
3 C -3.4717 -3.4218 6.3690  C2 1.592, O4 1.387, H11 1.090, H12 1.090
4 O -2.8493 -2.4398 5.6124  C3 1.387, C5 1.438
5 C -2.3554 -2.9221 4.3510  O4 1.438, H13 1.090, H14 1.090, H15 1.090
6 N -4.9582 -3.6660 8.4530  C2 1.474, H16 1.010, H17 1.010
7 H -3.0938 -0.9275 7.9829  C1 1.090
8 H -2.2382 -2.3712 8.1459  C1 1.090
9 H -3.3867 -1.9618 9.4828  C1 1.090
10 H -4.9379 -2.0214 7.2270  C2 1.090
11 H -4.1524 -4.0953 5.8483  C3 1.090
12 H -2.6710 -4.0897 6.6866  C3 1.090
13 H -3.2542 -2.7457 3.7601  C5 1.090
14 H -2.0031 -3.9529 4.3905  C5 1.090
15 H -1.7127 -2.2366 3.7987  C5 1.090
16 H -5.7429 -3.2071 8.8932  N6 1.010
17 H -5.3399 -4.3009 7.7665  N6 1.010
18 C 0.0620 0.7365 1.9149  C19 1.527, H24 1.090, H25 1.090, H26 1.090
19 C -0.4402 0.6098 0.4786  C18 1.527, C20 1.459, N23 1.420, H27 1.090
20 C 0.5924 1.1018 -0.4280  C19 1.459, O21 1.415, H28 1.090, H29 1.090
21 O 0.2214 0.8916 -1.7772  C20 1.415, C22 1.421
22 C 1.2301 1.2137 -2.7247  O21 1.421, H30 1.090, H31 1.090, H32 1.090
23 N -0.5631 -0.7972 0.3313  C19 1.420, H33 1.010, H34 1.010
24 H -0.5584 0.2465 2.6654  C18 1.090
25 H -0.1130 1.7767 2.1897  C18 1.090
26 H 1.0610 0.3030 1.9617  C18 1.090
27 H -1.3195 1.2142 0.2558  C19 1.090
28 H 1.4332 0.4275 -0.2655  C20 1.090
29 H 0.9968 2.1136 -0.4009  C20 1.090
30 H 0.8754 1.0766 -3.7462  C22 1.090
31 H 2.0417 0.4914 -2.6372  C22 1.090
32 H 1.6761 2.2014 -2.6074  C22 1.090
33 H -1.0694 -0.9196 -0.5341  N23 1.010
34 H 0.2904 -1.2868 0.1035  N23 1.010
35 C 2.4173 3.1495 -10.6988  C36 1.564, H41 1.090, H42 1.090, H43 1.090
36 C 1.4538 3.2928 -9.4755  C35 1.564, C37 1.570, N40 1.437, H44 1.090
37 C 0.9290 2.0418 -8.6856  C36 1.570, O38 1.474, H45 1.090, H46 1.090
38 O 0.1405 2.3107 -7.4693  C37 1.474, C39 1.379
39 C -0.2541 1.1880 -6.7720  O38 1.379, H47 1.090, H48 1.090, H49 1.090
40 N 2.1283 4.1511 -8.5408  C36 1.437, H50 1.010, H51 1.010
41 H 2.9502 4.0501 -11.0037  C35 1.090
42 H 1.8512 2.7994 -11.5620  C35 1.090
43 H 3.1790 2.3792 -10.5784  C35 1.090
44 H 0.5167 3.7901 -9.7257  C36 1.090
45 H 1.8557 1.5139 -8.4608  C37 1.090
46 H 0.4156 1.3420 -9.3450  C37 1.090
47 H -0.8333 0.5119 -7.4010  C39 1.090
48 H -1.0102 1.4056 -6.0176  C39 1.090
49 H 0.5987 0.7162 -6.2839  C39 1.090
50 H 3.1109 3.9173 -8.5363  N40 1.010
51 H 1.7345 3.9534 -7.6320  N40 1.010
52 C 4.1015 -1.1774 4.3374  C53 1.506, H58 1.090, H59 1.090, H60 1.090
53 C 4.5767 -0.1094 3.3875  C52 1.506, C54 1.565, N57 1.444, H61 1.090
54 C 4.2883 1.3752 3.7904  C53 1.565, O55 1.437, H62 1.090, H63 1.090
55 O 2.8611 1.5383 3.8231  C54 1.437, C56 1.479
56 C 2.4994 2.9691 3.9168  O55 1.479, H64 1.090, H65 1.090, H66 1.090
57 N 6.0051 -0.2924 3.2840  C53 1.444, H67 1.010, H68 1.010
58 H 3.0236 -1.1490 4.4967  C52 1.090
59 H 4.5494 -1.0216 5.3189  C52 1.090
60 H 4.2713 -2.1523 3.8804  C52 1.090
61 H 4.0125 -0.3302 2.4815  C53 1.090
62 H 4.6124 2.0871 3.0313  C54 1.090
63 H 4.7606 1.7402 4.7024  C54 1.090
64 H 2.8340 3.3308 2.9445  C56 1.090
65 H 3.0507 3.4968 4.6950  C56 1.090
66 H 1.4181 3.0390 4.0355  C56 1.090
67 H 6.2050 -1.2570 3.0612  N57 1.010
68 H 6.2864 -0.3174 4.2537  N57 1.010
69 C -4.7125 -1.7295 -0.1981  C70 1.522, H75 1.090, H76 1.090, H77 1.090
70 C -5.5783 -1.9996 -1.4200  C69 1.522, C71 1.555, N74 1.445, H78 1.090
71 C -5.4904 -3.4383 -2.0039  C70 1.555, O72 1.420, H79 1.090, H80 1.090
72 O -6.3541 -3.5902 -3.1213  C71 1.420, C73 1.404
73 C -6.5929 -4.9448 -3.4007  O72 1.404, H81 1.090, H82 1.090, H83 1.090
74 N -6.9323 -1.7266 -0.9973  C70 1.445, H84 1.010, H85 1.010
75 H -5.1498 -2.2680 0.6427  C69 1.090
76 H -4.4563 -0.7228 0.1322  C69 1.090
77 H -3.7484 -2.1746 -0.4440  C69 1.090
78 H -5.2233 -1.3944 -2.2542  C70 1.090
79 H -5.8536 -4.1165 -1.2317  C71 1.090
80 H -4.5147 -3.6810 -2.4247  C71 1.090
81 H -6.8681 -5.6417 -2.6091  C73 1.090
82 H -5.6997 -5.3941 -3.8348  C73 1.090
83 H -7.3806 -4.9769 -4.1534  C73 1.090
84 H -7.2998 -0.7908 -1.0943  N74 1.010
85 H -7.5515 -2.1594 -1.6677  N74 1.010
86 C 5.1056 -4.3543 7.6908  C87 1.511, H92 1.090, H93 1.090, H94 1.090
87 C 3.9558 -4.0108 6.7721  C86 1.511, C88 1.545, N91 1.427, H95 1.090
88 C 2.8575 -5.0287 6.3909  C87 1.545, O89 1.458, H96 1.090, H97 1.090
89 O 2.3131 -4.4719 5.1587  C88 1.458, C90 1.451
90 C 0.8873 -4.6858 4.9985  O89 1.451, H98 1.090, H99 1.090, H100 1.090
91 N 3.4207 -2.7644 7.2158  C87 1.427, H101 1.010, H102 1.010
92 H 6.0481 -4.7226 7.2857  C86 1.090
93 H 4.8298 -5.0136 8.5138  C86 1.090
94 H 5.3582 -3.4803 8.2910  C86 1.090
95 H 4.6202 -3.7846 5.9382  C87 1.090
96 H 2.0622 -5.1234 7.1302  C88 1.090
97 H 3.1805 -6.0356 6.1264  C88 1.090
98 H 0.2692 -4.0803 5.6613  C90 1.090
99 H 0.4982 -5.7040 5.0057  C90 1.090
100 H 0.5956 -4.2220 4.0562  C90 1.090
101 H 2.7649 -2.8321 7.9809  N91 1.010
102 H 2.8733 -2.4013 6.4486  N91 1.010
103 C -2.2876 -5.7893 -1.3984  C104 1.547, H109 1.090, H110 1.090, H111 1.090
104 C -1.3657 -5.0424 -0.4049  C103 1.547, C105 1.567, N108 1.447, H112 1.090
105 C -0.3345 -4.2077 -1.2385  C104 1.567, O106 1.484, H113 1.090, H114 1.090
106 O 0.6281 -3.4214 -0.4273  C105 1.484, C107 1.398
107 C 1.7082 -4.1043 0.1404  O106 1.398, H115 1.090, H116 1.090, H117 1.090
108 N -2.1366 -4.2321 0.5132  C104 1.447, H118 1.010, H119 1.010
109 H -3.1587 -6.2154 -0.9007  C103 1.090
110 H -1.7406 -6.5552 -1.9483  C103 1.090
111 H -2.7394 -5.1229 -2.1332  C103 1.090
112 H -0.8237 -5.7494 0.2231  C104 1.090
113 H -0.8369 -3.7053 -2.0651  C105 1.090
114 H 0.2429 -5.0064 -1.7041  C105 1.090
115 H 1.0471 -4.6261 0.8324  C107 1.090
116 H 2.5166 -3.5182 0.5774  C107 1.090
117 H 2.0239 -5.0089 -0.3795  C107 1.090
118 H -1.5172 -3.5708 0.9595  N108 1.010
119 H -2.8828 -3.7047 0.0828  N108 1.010
120 C 2.0944 -1.2194 9.8483  C121 1.550, H126 1.090, H127 1.090, H128 1.090
121 C 0.9180 -0.4574 9.1875  C120 1.550, C122 1.593, N125 1.414, H129 1.090
122 C 0.7607 -0.8695 7.6565  C121 1.593, O123 1.412, H130 1.090, H131 1.090
123 O -0.4038 -0.3367 7.0609  C122 1.412, C124 1.441
124 C -0.1985 0.9831 6.5204  O123 1.441, H132 1.090, H133 1.090, H134 1.090
125 N -0.2070 -0.9842 9.8633  C121 1.414, H135 1.010, H136 1.010
126 H 2.0585 -2.2822 9.6090  C120 1.090
127 H 2.0451 -1.0143 10.9177  C120 1.090
128 H 3.0011 -0.7338 9.4877  C120 1.090
129 H 1.0134 0.6157 9.3531  C121 1.090
130 H 0.5946 -1.9451 7.7153  C122 1.090
131 H 1.5826 -0.6999 6.9610  C122 1.090
132 H 0.0646 1.7109 7.2880  C124 1.090
133 H -1.0126 1.4306 5.9503  C124 1.090
134 H 0.6949 0.9024 5.9012  C124 1.090
135 H -1.0720 -0.8467 9.3604  N125 1.010
136 H -0.2319 -1.9939 9.8709  N125 1.010
137 C -6.4926 2.6301 6.3923  C138 1.492, H143 1.090, H144 1.090, H145 1.090
138 C -5.0945 2.4046 6.8627  C137 1.492, C139 1.614, N142 1.448, H146 1.090
139 C -3.9841 3.3045 6.1122  C138 1.614, O140 1.393, H147 1.090, H148 1.090
140 O -4.1517 3.2621 4.7301  C139 1.393, C141 1.407
141 C -3.5213 2.1683 4.1097  O140 1.407, H149 1.090, H150 1.090, H151 1.090
142 N -5.0652 2.5190 8.3062  C138 1.448, H152 1.010, H153 1.010
143 H -6.9017 3.6402 6.3722  C137 1.090
144 H -7.2221 1.8949 6.7322  C137 1.090
145 H -6.4286 2.4279 5.3231  C137 1.090
146 H -4.8784 1.3534 6.6719  C138 1.090
147 H -2.9696 2.9988 6.3684  C139 1.090
148 H -4.0888 4.3412 6.4322  C139 1.090
149 H -3.9148 1.2032 4.4290  C141 1.090
150 H -2.4425 2.2296 4.2528  C141 1.090
151 H -3.5970 2.2141 3.0233  C141 1.090
152 H -4.1222 2.7446 8.5889  N142 1.010
153 H -5.4909 3.4175 8.4841  N142 1.010
154 C 7.0487 5.3968 -3.9723  C155 1.549, H160 1.090, H161 1.090, H162 1.090
155 C 6.0530 5.5815 -2.8005  C154 1.549, C156 1.612, N159 1.485, H163 1.090
156 C 4.9027 4.4537 -2.7558  C155 1.612, O157 1.384, H164 1.090, H165 1.090
157 O 3.8434 4.8391 -1.9536  C156 1.384, C158 1.361
158 C 2.9640 5.7738 -2.4058  O157 1.361, H166 1.090, H167 1.090, H168 1.090
159 N 6.9210 5.6342 -1.5972  C155 1.485, H169 1.010, H170 1.010
160 H 7.5777 4.4692 -3.7534  C154 1.090
161 H 7.7936 6.1723 -4.1505  C154 1.090
162 H 6.5339 5.2816 -4.9261  C154 1.090
163 H 5.6342 6.5818 -2.9104  C155 1.090
164 H 5.3249 3.5475 -2.3215  C156 1.090
165 H 4.5829 4.2664 -3.7809  C156 1.090
166 H 2.6017 5.6475 -3.4260  C158 1.090
167 H 3.4807 6.7321 -2.3522  C158 1.090
168 H 2.1474 5.8238 -1.6856  C158 1.090
169 H 6.2245 5.5726 -0.8684  N159 1.010
170 H 7.5460 4.8444 -1.5215  N159 1.010
171 C 1.8977 -1.9941 -5.0480  C172 1.584, H177 1.090, H178 1.090, H179 1.090
172 C 1.1320 -2.8496 -6.1386  C171 1.584, C173 1.445, N176 1.509, H180 1.090
173 C -0.2924 -2.6256 -6.2396  C172 1.445, O174 1.442, H181 1.090, H182 1.090
174 O -0.8291 -2.9410 -4.9384  C173 1.442, C175 1.400
175 C -2.1992 -2.7867 -4.6953  O174 1.400, H183 1.090, H184 1.090, H185 1.090
176 N 1.7787 -2.6535 -7.4880  C172 1.509, H186 1.010, H187 1.010
177 H 2.9671 -2.0795 -5.2412  C171 1.090
178 H 1.7231 -2.3704 -4.0400  C171 1.090
179 H 1.5491 -0.9805 -5.2459  C171 1.090
180 H 1.2173 -3.8816 -5.7984  C172 1.090
181 H -0.7050 -3.2192 -7.0553  C173 1.090
182 H -0.4400 -1.5753 -6.4911  C173 1.090
183 H -2.3742 -1.7606 -4.3720  C175 1.090
184 H -2.6911 -3.4624 -3.9956  C175 1.090
185 H -2.8023 -2.9253 -5.5926  C175 1.090
186 H 1.3880 -3.4364 -7.9925  N176 1.010
187 H 2.7319 -2.8872 -7.2499  N176 1.010
188 C -1.1396 4.6597 2.6120  C189 1.599, H194 1.090, H195 1.090, H196 1.090
189 C -0.6455 5.0052 1.1313  C188 1.599, C190 1.534, N193 1.416, H197 1.090
190 C -1.1353 6.3706 0.6340  C189 1.534, O191 1.470, H198 1.090, H199 1.090
191 O -0.7092 6.6414 -0.7461  C190 1.470, C192 1.375
192 C -1.3477 5.8326 -1.6562  O191 1.375, H200 1.090, H201 1.090, H202 1.090
193 N 0.7542 4.8155 1.0252  C189 1.416, H203 1.010, H204 1.010
194 H -0.6164 3.8089 3.0484  C188 1.090
195 H -2.1899 4.3718 2.5683  C188 1.090
196 H -0.9526 5.5540 3.2064  C188 1.090
197 H -1.0443 4.2835 0.4185  C189 1.090
198 H -0.7960 7.2054 1.2473  C190 1.090
199 H -2.1882 6.5459 0.8548  C190 1.090
200 H -2.4233 6.0040 -1.6993  C192 1.090
201 H -1.1279 4.7651 -1.6417  C192 1.090
202 H -0.9003 6.2391 -2.5632  C192 1.090
203 H 0.9430 3.8362 1.1847  N193 1.010
204 H 1.0902 5.0496 0.1019  N193 1.010
205 C 6.7260 -3.8504 1.3786  C206 1.474, H211 1.090, H212 1.090, H213 1.090
206 C 6.9294 -2.7712 0.3951  C205 1.474, C207 1.493, N210 1.496, H214 1.090
207 C 5.6173 -2.1230 0.0978  C206 1.493, O208 1.464, H215 1.090, H216 1.090
208 O 5.6723 -1.5232 -1.2370  C207 1.464, C209 1.424
209 C 4.6209 -1.9738 -2.0858  O208 1.424, H217 1.090, H218 1.090, H219 1.090
210 N 7.8068 -1.7495 1.0461  C206 1.496, H220 1.010, H221 1.010
211 H 7.6228 -4.4697 1.3936  C205 1.090
212 H 5.9602 -4.5821 1.1213  C205 1.090
213 H 6.4696 -3.4472 2.3583  C205 1.090
214 H 7.4042 -3.2802 -0.4437  C206 1.090
215 H 5.4309 -1.3670 0.8606  C207 1.090
216 H 4.7158 -2.7196 0.2375  C207 1.090
217 H 4.5136 -1.5089 -3.0658  C209 1.090
218 H 3.6823 -1.6508 -1.6354  C209 1.090
219 H 4.5624 -3.0545 -2.2157  C209 1.090
220 H 7.2936 -1.1274 1.6543  N210 1.010
221 H 8.1145 -1.2264 0.2388  N210 1.010
222 C -4.8560 6.2751 -5.2229  C223 1.565, H228 1.090, H229 1.090, H230 1.090
223 C -4.2387 4.8381 -5.1590  C222 1.565, C224 1.544, N227 1.484, H231 1.090
224 C -4.9936 3.8702 -6.0949  C223 1.544, O225 1.405, H232 1.090, H233 1.090
225 O -4.1861 2.8234 -6.5692  C224 1.405, C226 1.439
226 C -4.8132 2.0092 -7.5760  O225 1.439, H234 1.090, H235 1.090, H236 1.090
227 N -2.8079 4.9692 -5.5310  C223 1.484, H237 1.010, H238 1.010
228 H -4.6601 6.8818 -6.1071  C222 1.090
229 H -4.2174 6.8007 -4.5129  C222 1.090
230 H -5.8919 6.2421 -4.8856  C222 1.090
231 H -4.3268 4.4474 -4.1452  C223 1.090
232 H -5.2698 4.4264 -6.9907  C224 1.090
233 H -5.9092 3.4093 -5.7242  C224 1.090
234 H -5.2884 2.6519 -8.3170  C226 1.090
235 H -5.5962 1.3690 -7.1697  C226 1.090
236 H -4.1465 1.3649 -8.1490  C226 1.090
237 H -2.7164 5.3638 -6.4562  N227 1.010
238 H -2.6224 3.9833 -5.6474  N227 1.010
239 C -6.9324 -0.3058 4.6775  C240 1.522, H245 1.090, H246 1.090, H247 1.090
240 C -6.8974 -0.5923 3.1833  C239 1.522, C241 1.548, N244 1.459, H248 1.090
241 C -8.1676 -1.2298 2.5688  C240 1.548, O242 1.378, H249 1.090, H250 1.090
242 O -8.4957 -2.4979 2.9969  C241 1.378, C243 1.450
243 C -7.7093 -3.5547 2.3909  O242 1.450, H251 1.090, H252 1.090, H253 1.090
244 N -6.3680 0.5815 2.4968  C240 1.459, H254 1.010, H255 1.010
245 H -6.0134 0.2487 4.8674  C239 1.090
246 H -6.9509 -1.2422 5.2351  C239 1.090
247 H -7.7833 0.2490 5.0728  C239 1.090
248 H -6.1751 -1.3938 3.0285  C240 1.090
249 H -8.0777 -1.1573 1.4849  C241 1.090
250 H -8.8906 -0.4635 2.8480  C241 1.090
251 H -7.7687 -3.7538 1.3209  C243 1.090
252 H -8.2347 -4.4176 2.8001  C243 1.090
253 H -6.6548 -3.6275 2.6571  C243 1.090
254 H -5.3643 0.5669 2.6083  N244 1.010
255 H -6.6318 0.3751 1.5440  N244 1.010
256 C 8.0561 -0.2580 -10.6359  C257 1.569, H262 1.090, H263 1.090, H264 1.090
257 C 6.8170 0.5604 -10.1297  C256 1.569, C258 1.525, N261 1.460, H265 1.090
258 C 5.9871 -0.0876 -9.0258  C257 1.525, O259 1.448, H266 1.090, H267 1.090
259 O 5.1881 0.8074 -8.2146  C258 1.448, C260 1.420
260 C 4.1477 0.1806 -7.4780  O259 1.420, H268 1.090, H269 1.090, H270 1.090
261 N 7.4450 1.7774 -9.6223  C257 1.460, H271 1.010, H272 1.010
262 H 8.6007 0.2334 -11.4422  C256 1.090
263 H 7.7633 -1.1881 -11.1231  C256 1.090
264 H 8.6780 -0.5208 -9.7802  C256 1.090
265 H 6.1745 0.8167 -10.9721  C257 1.090
266 H 6.5715 -0.7608 -8.3987  C258 1.090
267 H 5.3740 -0.7047 -9.6826  C258 1.090
268 H 3.5243 0.8681 -6.9064  C260 1.090
269 H 4.4913 -0.4495 -6.6577  C260 1.090
270 H 3.3458 -0.3324 -8.0089  C260 1.090
271 H 7.4867 1.6493 -8.6213  N261 1.010
272 H 6.7548 2.5090 -9.7137  N261 1.010

These are the Mulliken partial charges, in e, on atoms 1 to 4: -1.106 1.206 -1.100 0.241